Below is an isolated molecule of C17H28N2, with properties calculated with ωB97M-V/def2-TZVPD.

The geometry in XYZ format:
```
47
C17H28N2 (ωB97M-V/def2-TZVPD)
C 1.51433 2.35404 -0.26711
C 1.18964 1.66443 -1.55604
C 2.25794 0.71454 -2.01729
C 0.07246 1.84333 -2.25315
C -1.05601 2.76413 -1.89403
C -2.05465 2.17546 -0.88376
C -3.00045 1.11941 -1.46788
C -4.30836 1.09719 -0.67889
C -2.35762 -0.27911 -1.49098
N -2.05799 -0.76873 -0.15015
C -2.91947 -1.85727 0.25556
C -0.66077 -1.07408 0.08192
C -0.26854 -0.85183 1.55379
C 1.16745 -1.22450 1.75390
C 1.54317 -2.54768 1.97918
C 2.88568 -2.85088 2.11478
C 3.81579 -1.82625 2.02054
C 3.34576 -0.54352 1.79448
N 2.06348 -0.25016 1.66467
H 2.46858 2.87334 -0.35808
H 1.61710 1.61306 0.52681
H 0.75228 3.07095 0.01893
H 1.95641 0.17897 -2.91471
H 2.48105 -0.00829 -1.23228
H 3.17741 1.25905 -2.23256
H -0.05485 1.28927 -3.17561
H -1.59719 3.03757 -2.80307
H -0.64936 3.68530 -1.46986
H -1.51705 1.73654 -0.04386
H -2.65885 3.00141 -0.50057
H -3.23038 1.38562 -2.50673
H -4.80204 2.06541 -0.73211
H -4.98854 0.34891 -1.08113
H -4.10606 0.86693 0.36333
H -3.03916 -0.96919 -2.00488
H -1.44222 -0.22709 -2.08425
H -2.72447 -2.78419 -0.31119
H -2.77054 -2.06815 1.31364
H -3.95952 -1.57627 0.11232
H -0.04826 -0.40745 -0.52608
H -0.41893 -2.11603 -0.20007
H -0.41367 0.19963 1.79799
H -0.89882 -1.45871 2.20419
H 0.79093 -3.31904 2.04994
H 3.20425 -3.86853 2.29152
H 4.87259 -2.01858 2.12025
H 4.02390 0.29647 1.71126
```

Its HOMO-LUMO gap is 9.203 eV. The value obtained for the molar mass is 260.425 g mol⁻¹. The calculation puts the energy relative to the best compared isomer or geometry (same formula, charge and spin) at 0.574 eV. As for the max |F|: 0.46 eV/Å. As for the lowest unoccupied orbital energy: 0.907 eV. The net charge is 0. For the HOMO energy, the calculation gives -8.3 eV.

Calculated atomic charges, method Löwdin, unit e: number 1, C, carries -0.05; number 2, C, carries -0.37; number 3, C, carries -0.06; number 4, C, carries -0.11; number 5, C, carries -0.19; number 6, C, carries -0.17; number 7, C, carries -0.35; number 8, C, carries -0.08; number 9, C, carries -0.17; number 10, N, carries -0.21; number 11, C, carries -0.09; number 12, C, carries -0.19; number 13, C, carries -0.11; number 14, C, carries -0.29; number 15, C, carries -0.02; number 16, C, carries -0.07; number 17, C, carries -0.07; number 18, C, carries -0.14; number 19, N, carries 0.10; number 20, H, carries 0.08; number 21, H, carries 0.05; number 22, H, carries 0.07; number 23, H, carries 0.07; number 24, H, carries 0.06; number 25, H, carries 0.08; number 26, H, carries 0.11; number 27, H, carries 0.11; number 28, H, carries 0.10; number 29, H, carries 0.11; number 30, H, carries 0.11; number 31, H, carries 0.14; number 32, H, carries 0.07; number 33, H, carries 0.07; number 34, H, carries 0.08; number 35, H, carries 0.12; number 36, H, carries 0.10; number 37, H, carries 0.09; number 38, H, carries 0.08; number 39, H, carries 0.08; number 40, H, carries 0.10; number 41, H, carries 0.13; number 42, H, carries 0.12; number 43, H, carries 0.10; number 44, H, carries 0.11; number 45, H, carries 0.11; number 46, H, carries 0.10; number 47, H, carries 0.11